# 1
Computed, not measured: 6 unconnected molecules or ions with the total composition C33H77ClFO17PS at a distorted geometry, with the ωB97M-V functional and the def2-TZVPD basis.

LUMO level in Ha: -0.0067
SMILES: C[C@@H](Cl)CPS(=O)(=O)F.COCCOCCOC.COCCOCCOC.COCCOCCOC.COCCOCCOC.COCCOCCOC
E_tot in eV: -105631.0224
Kohn-Sham gap in Eh: 0.33358
HOMO level in Eh: -0.3403

XYZ file:
```
131
C33H77ClFO17PS the ωB97M-V functional and the def2-TZVPD basis
C 5.139 1.216 -1.857
C 5.294 -0.127 -1.052
Cl 6.753 -0.978 -1.744
C 5.566 0.025 0.505
P 6.533 1.577 0.899
S 8.659 1.158 0.705
O 9.353 1.891 1.787
O 8.907 -0.298 0.824
F 9.107 1.703 -0.786
H 4.935 0.924 -2.918
H 6.045 1.853 -1.871
H 4.243 1.833 -1.549
H 4.352 -0.694 -1.189
H 6.161 -0.874 0.806
H 4.615 -0.041 1.081
H 6.273 1.885 2.264
C -2.007 3.741 -0.476
O -0.790 4.294 -0.021
C 0.030 3.320 0.609
C 1.456 3.825 0.734
O 2.210 3.667 -0.466
C 1.912 4.598 -1.502
C 2.486 5.979 -1.245
O 1.641 6.706 -0.366
C 2.285 7.845 0.169
H -2.569 3.303 0.356
H -2.600 4.540 -0.919
H -1.823 2.976 -1.238
H 0.021 2.388 0.031
H -0.381 3.131 1.609
H 1.967 3.206 1.476
H 1.494 4.855 1.091
H 0.840 4.634 -1.702
H 2.393 4.195 -2.397
H 2.546 6.532 -2.191
H 3.490 5.887 -0.813
H 3.147 7.545 0.775
H 1.575 8.365 0.811
H 2.603 8.521 -0.631
C -4.082 12.235 -0.583
O -3.419 11.347 -1.458
C -2.200 11.891 -1.942
C -1.337 10.797 -2.549
O -0.608 10.056 -1.575
C -1.365 9.112 -0.821
C -1.702 7.860 -1.610
O -2.838 8.086 -2.437
C -2.978 7.086 -3.422
H -4.304 13.182 -1.088
H -5.018 11.773 -0.274
H -3.473 12.426 0.307
H -1.653 12.379 -1.127
H -2.444 12.633 -2.713
H -0.578 11.276 -3.171
H -1.917 10.137 -3.195
H -2.254 9.573 -0.389
H -0.716 8.822 0.008
H -1.948 7.046 -0.917
H -0.841 7.568 -2.223
H -2.117 7.093 -4.100
H -3.875 7.305 -4.001
H -3.085 6.098 -2.961
C 0.356 -0.494 -1.134
O -0.978 -0.827 -0.820
C -1.718 -1.207 -1.972
C -2.996 -1.919 -1.565
O -2.792 -3.294 -1.251
C -2.178 -3.550 0.011
C -3.127 -3.353 1.180
O -3.216 -1.976 1.519
C -4.321 -1.710 2.355
H 0.389 0.334 -1.852
H 0.855 -0.183 -0.216
H 0.884 -1.361 -1.545
H -1.116 -1.868 -2.607
H -1.968 -0.296 -2.529
H -3.669 -1.919 -2.425
H -3.508 -1.400 -0.753
H -1.261 -2.972 0.129
H -1.893 -4.605 -0.016
H -2.743 -3.891 2.057
H -4.118 -3.742 0.919
H -5.258 -1.944 1.838
H -4.316 -0.647 2.595
H -4.253 -2.283 3.286
C 1.614 -4.309 5.950
O 2.144 -4.558 4.666
C 1.864 -3.500 3.762
C 2.755 -3.604 2.535
O 4.059 -3.067 2.744
C 4.942 -3.873 3.519
C 5.488 -5.065 2.752
O 4.544 -6.126 2.751
C 4.854 -7.106 1.783
H 0.527 -4.177 5.902
H 1.836 -5.167 6.582
H 2.074 -3.418 6.392
H 2.025 -2.532 4.251
H 0.813 -3.585 3.458
H 2.314 -2.987 1.748
H 2.804 -4.626 2.156
H 4.480 -4.174 4.460
H 5.783 -3.220 3.767
H 6.402 -5.426 3.240
H 5.719 -4.764 1.723
H 4.810 -6.677 0.776
H 4.108 -7.898 1.853
H 5.844 -7.535 1.967
C -5.962 -6.206 0.234
O -5.301 -7.094 -0.640
C -4.082 -6.549 -1.127
C -3.219 -7.643 -1.731
O -2.487 -8.380 -0.755
C -3.241 -9.323 0.001
C -3.578 -10.580 -0.781
O -4.712 -10.360 -1.607
C -4.854 -11.367 -2.586
H -6.186 -5.260 -0.271
H -6.899 -6.668 0.545
H -5.352 -6.015 1.124
H -3.536 -6.059 -0.313
H -4.328 -5.809 -1.897
H -2.461 -7.164 -2.355
H -3.798 -8.305 -2.376
H -4.132 -8.862 0.432
H -2.591 -9.608 0.832
H -3.822 -11.391 -0.082
H -2.717 -10.874 -1.392
H -3.994 -11.364 -3.265
H -5.751 -11.151 -3.165
H -4.961 -12.351 -2.120
```

***

# 2
Computed, not measured: a molecular structure, C33H77N11O11 at a distorted geometry, with the ωB97M-V functional and the def2-TZVPD basis.

Energy relative to the best compared isomer or geometry (same formula, charge and spin) in eV: 63.373
LUMO level in Ha: -0.0136
E_tot in eV: -74326.1743
Kohn-Sham gap in Eh: 0.27349
HOMO level in Eh: -0.2871

XYZ file:
```
132
C33H77N11O11 the ωB97M-V functional and the def2-TZVPD basis
C -4.411 -0.758 3.769
O -5.069 -1.784 4.038
N -3.122 -0.780 3.304
C -2.191 -1.959 3.251
C -2.539 0.417 2.792
H -4.989 0.177 3.834
H -1.310 -1.784 3.869
H -1.870 -2.020 2.211
H -2.618 -2.947 3.420
H -1.691 0.264 2.124
H -3.169 1.030 2.148
H -1.981 0.917 3.584
C 2.979 3.252 2.605
O 3.377 2.153 2.981
N 2.447 3.453 1.364
C 2.250 2.364 0.430
C 2.093 4.768 0.851
H 2.958 4.113 3.290
H 2.760 2.265 -0.528
H 1.226 2.405 0.060
H 2.372 1.340 0.785
H 1.194 4.618 0.254
H 1.848 5.463 1.654
H 2.760 5.430 0.298
C -4.293 -2.766 1.377
O -3.207 -3.391 1.348
N -4.413 -1.442 1.004
C -3.221 -0.752 0.568
C -5.740 -0.792 0.983
H -5.206 -3.311 1.661
H -3.298 0.332 0.651
H -3.086 -1.106 -0.454
H -2.319 -0.952 1.147
H -6.127 -0.609 -0.019
H -6.460 -1.311 1.616
H -5.637 0.234 1.337
C -0.801 -3.424 -4.499
O -1.768 -3.564 -5.282
N -0.823 -3.635 -3.170
C 0.494 -3.287 -2.534
C -1.989 -3.911 -2.387
H 0.151 -3.030 -4.888
H 1.206 -2.632 -3.037
H 1.082 -4.116 -2.139
H 0.289 -2.508 -1.800
H -2.760 -4.374 -3.003
H -1.916 -4.408 -1.420
H -2.260 -2.904 -2.068
C -1.381 2.865 3.842
O -1.963 2.894 4.866
N -0.358 2.099 3.458
C 0.294 0.978 4.250
C 0.228 2.178 2.091
H -1.590 3.544 3.001
H 0.059 0.098 3.650
H -0.276 0.777 5.157
H 1.334 1.246 4.436
H 1.309 2.229 1.963
H -0.095 1.298 1.535
H -0.225 3.044 1.609
C -0.831 -0.746 0.143
O -1.159 -0.521 1.355
N 0.372 -0.411 -0.311
C 0.726 -0.608 -1.679
C 1.336 0.308 0.522
H -1.368 -1.385 -0.575
H 1.616 -1.237 -1.711
H 1.146 0.323 -2.059
H -0.059 -0.997 -2.328
H 1.103 -0.058 1.522
H 2.355 0.109 0.188
H 1.340 1.389 0.387
C -2.109 -1.021 -2.314
O -1.663 -0.556 -1.291
N -1.728 -0.651 -3.551
C -0.804 0.571 -3.788
C -2.224 -1.499 -4.698
H -2.809 -1.871 -2.312
H -1.349 1.468 -4.083
H -0.120 0.340 -4.605
H -0.258 0.903 -2.906
H -2.912 -0.975 -5.361
H -1.361 -1.780 -5.302
H -2.847 -2.371 -4.499
C -0.164 2.166 -1.028
O 0.585 3.193 -0.956
N -1.248 2.044 -0.247
C -1.769 3.144 0.647
C -2.188 0.965 -0.563
H 0.053 1.270 -1.630
H -2.823 3.275 0.399
H -1.191 4.067 0.705
H -1.786 2.738 1.658
H -1.951 0.565 -1.549
H -2.125 0.247 0.255
H -3.232 1.266 -0.643
C 5.423 -0.293 1.619
O 6.538 -0.816 1.755
N 5.157 0.846 0.823
C 3.644 1.237 0.529
C 6.162 1.737 0.214
H 4.462 -0.423 2.140
H 3.544 1.860 -0.360
H 3.339 1.884 1.352
H 2.983 0.371 0.494
H 6.356 2.764 0.523
H 7.125 1.227 0.244
H 5.962 1.821 -0.854
C 0.971 -4.826 1.556
O 1.528 -4.902 2.659
N 0.164 -3.806 1.106
C -0.717 -3.920 -0.051
C 0.193 -2.530 1.881
H 0.978 -5.642 0.817
H -1.694 -3.710 0.383
H -0.437 -4.820 -0.599
H -0.609 -3.138 -0.802
H -0.813 -2.388 2.276
H 0.814 -2.646 2.769
H 0.475 -1.663 1.284
C 3.750 0.676 -1.921
O 2.953 -0.045 -1.362
N 3.486 1.479 -2.948
C 4.437 2.492 -3.413
C 2.155 1.719 -3.581
H 4.791 0.622 -1.568
H 5.439 2.307 -3.026
H 4.068 3.502 -3.236
H 4.517 2.234 -4.469
H 1.616 2.296 -2.830
H 2.447 2.073 -4.570
H 1.703 0.767 -3.861
```